169
Properties=species:S:1:pos:R:3:mulliken_charge:R:1 method="wB97M-V/def2-TZVPD" lumo_ev="-2.6 / -6.6" multiplicity=2 s2=0.763 homo_ev="-9.95 / -9.95" total_charge=+1 e_tot_ha=-3737.6372
C -4.64 2.85 -22.03 -0.02
C -5.47 3.70 -23.09 -0.19
N -5.06 3.73 -24.57 2.30
C -5.35 2.34 -25.26 -0.25
C -5.82 4.91 -25.30 0.30
C -7.34 4.76 -25.21 -0.47
C -3.60 4.12 -24.59 -0.59
C -2.88 4.22 -25.94 -1.09
O -2.79 2.96 -26.52 -0.17
C -2.31 2.89 -27.88 -1.38
H -3.71 3.36 -21.80 -1.09
H -4.55 1.81 -22.34 -0.03
H -5.15 2.88 -21.07 0.43
H -5.66 4.72 -22.75 0.72
H -6.38 3.09 -23.15 -0.41
H -6.41 2.19 -25.06 -0.01
H -4.71 1.72 -24.64 -0.10
H -5.08 2.45 -26.31 0.05
H -5.57 4.87 -26.36 -0.29
H -5.52 5.91 -25.00 0.13
H -7.62 4.90 -24.17 0.14
H -7.86 3.86 -25.52 -0.06
H -7.75 5.65 -25.70 0.11
H -3.01 3.37 -24.07 0.09
H -3.52 5.03 -24.01 0.10
H -1.83 4.54 -25.88 0.78
H -3.42 4.92 -26.59 0.28
H -2.15 1.87 -28.24 0.35
H -1.44 3.47 -28.19 0.49
H -2.99 3.34 -28.60 0.46
Cl -10.84 5.72 -28.17 1.66
O -9.42 5.69 -27.98 -0.57
O -11.32 7.06 -27.89 -0.71
O -11.09 5.33 -29.50 -0.66
O -11.54 4.78 -27.33 -0.69
C -5.83 7.58 -27.85 -0.07
C -6.35 8.66 -28.97 -0.73
C -5.60 8.50 -30.31 -0.60
C -5.23 7.14 -30.71 0.38
N -4.92 6.08 -31.01 -0.49
H -5.65 6.62 -28.34 0.07
H -6.53 7.43 -27.03 -0.13
H -4.87 7.97 -27.49 0.16
H -6.44 9.71 -28.68 0.44
H -7.38 8.49 -29.27 0.27
H -4.69 9.05 -30.09 0.25
H -6.02 8.95 -31.21 0.43
C -9.02 6.47 -20.00 -1.24
C -7.72 6.93 -20.69 0.87
C -6.74 7.75 -19.82 -0.50
C -6.41 7.02 -18.57 0.18
N -6.10 6.45 -17.66 -0.48
H -8.92 6.28 -18.93 0.42
H -9.27 5.51 -20.45 0.18
H -9.71 7.28 -20.21 0.36
H -7.96 7.46 -21.61 -0.10
H -7.16 6.03 -20.97 -0.35
H -7.10 8.75 -19.59 0.43
H -5.79 8.02 -20.28 0.22
C -10.53 10.05 -23.50 -1.29
C -10.40 8.82 -24.36 -0.52
C -9.08 8.73 -25.11 0.10
C -7.76 8.44 -24.42 0.12
N -6.79 8.18 -23.88 -0.35
H -11.52 10.15 -23.05 0.38
H -10.44 10.86 -24.22 0.37
H -9.78 10.12 -22.72 0.28
H -11.28 8.67 -24.99 0.39
H -10.45 7.95 -23.70 0.27
H -8.97 9.70 -25.59 0.40
H -9.16 8.01 -25.91 -0.07
C -0.69 4.11 -22.58 -0.83
C -0.26 2.70 -22.21 0.70
C 1.00 2.23 -22.95 -0.40
C 2.23 3.01 -22.96 -0.07
N 3.23 3.63 -22.97 -0.47
H -0.81 4.39 -23.63 -0.07
H -0.12 4.91 -22.11 0.69
H -1.69 4.20 -22.15 -0.08
H -1.12 2.06 -22.43 -0.46
H -0.16 2.75 -21.13 0.21
H 0.82 1.95 -23.99 0.31
H 1.43 1.36 -22.44 0.41
C -2.18 3.12 -18.44 -0.79
C -2.75 4.43 -17.90 -0.44
C -2.29 5.68 -18.64 -0.80
C -3.00 5.89 -19.90 -0.14
N -3.54 6.05 -20.86 0.14
H -2.72 2.81 -19.34 -0.12
H -2.26 2.33 -17.69 0.45
H -1.11 3.20 -18.58 0.43
H -2.40 4.43 -16.86 0.40
H -3.84 4.39 -17.85 0.19
H -1.21 5.84 -18.62 0.47
H -2.48 6.62 -18.13 0.38
C -1.88 3.50 -31.69 -0.54
C -0.86 3.78 -32.85 -0.55
C 0.44 3.01 -32.77 -0.21
C 1.08 3.17 -31.42 0.21
N 1.60 3.27 -30.42 -0.45
H -2.63 2.79 -32.02 0.18
H -2.45 4.39 -31.44 0.26
H -1.40 3.02 -30.83 0.07
H -0.59 4.83 -32.86 0.32
H -1.30 3.47 -33.80 0.32
H 1.13 3.33 -33.55 0.40
H 0.19 1.94 -32.79 0.00
C -5.56 1.38 -18.16 -0.60
C -6.45 0.35 -18.79 0.04
C -8.00 0.59 -18.53 -0.75
C -8.35 2.01 -18.78 0.29
N -8.63 3.12 -18.92 -0.45
H -5.51 1.34 -17.07 0.44
H -5.95 2.34 -18.48 0.14
H -4.53 1.31 -18.50 -0.12
H -6.26 -0.70 -18.54 0.45
H -6.33 0.45 -19.87 -0.18
H -8.23 0.31 -17.50 0.38
H -8.61 0.00 -19.22 0.39
N -1.18 7.76 -25.55 0.03
C -1.45 7.24 -24.29 -0.91
C -2.65 7.87 -23.81 -0.30
C -3.15 8.66 -24.84 -0.42
C -2.20 8.60 -25.89 -0.86
H -0.42 7.45 -26.13 0.26
H -0.84 6.44 -23.92 0.78
H -3.13 7.63 -22.88 0.48
H -4.05 9.25 -24.94 0.52
H -2.21 9.19 -26.80 0.49
N -1.88 -0.50 -20.90 0.00
C -1.86 -0.43 -22.28 -0.78
C -3.12 -0.69 -22.85 -0.59
C -3.97 -0.96 -21.75 -0.19
C -3.21 -0.76 -20.59 -0.94
H -1.16 -0.37 -20.19 0.27
H -0.94 -0.15 -22.77 0.59
H -3.43 -0.51 -23.87 0.59
H -5.00 -1.28 -21.82 0.55
H -3.56 -0.80 -19.57 0.54
N -10.19 2.51 -23.47 0.12
C -9.29 2.11 -22.53 -1.02
C -8.40 1.23 -23.09 -0.52
C -8.71 1.28 -24.50 0.10
C -9.76 2.15 -24.67 -1.05
H -10.89 3.23 -23.32 0.28
H -9.48 2.34 -21.50 0.42
H -7.68 0.56 -22.65 0.66
H -8.28 0.72 -25.31 0.69
H -10.42 2.38 -25.50 0.43
N -8.77 2.67 -28.53 0.32
C -7.46 2.42 -28.44 -0.67
C -7.33 0.97 -28.44 -0.28
C -8.59 0.42 -28.32 -0.62
C -9.46 1.47 -28.39 -0.29
H -9.16 3.60 -28.54 0.25
H -6.73 3.20 -28.43 0.79
H -6.46 0.36 -28.61 0.49
H -8.86 -0.63 -28.27 0.48
H -10.53 1.45 -28.32 0.45
N -2.08 -0.19 -33.02 0.10
C -1.51 -0.37 -31.80 -0.48
C -2.48 -0.48 -30.86 -0.64
C -3.70 -0.19 -31.53 0.15
C -3.42 -0.05 -32.87 -1.03
H -1.54 -0.13 -33.87 0.23
H -0.43 -0.48 -31.79 0.43
H -2.39 -0.58 -29.78 0.50
H -4.66 -0.07 -31.05 0.37
H -4.07 0.12 -33.71 0.36